1.
Molecular formula: C4H14N2O2
Method: DFT, ωB97M-V/def2-TZVPD

Atoms and positions in Å:
1 C 1.238689 0.281045 2.153622
2 N -0.103450 0.152012 1.647968
3 C -0.265403 0.274023 0.194512
4 C 0.257702 1.630353 -0.273359
5 N -0.360374 1.895780 -1.597749
6 C 0.359857 -0.865903 -0.601420
7 O -0.046777 -0.854853 -1.966439
8 H 2.017722 -0.279279 1.624036
9 H 1.345163 0.008514 3.203553
10 H 1.480012 1.351893 2.173260
11 H -0.563819 -0.701866 1.924974
12 H -1.345944 0.289844 0.024952
13 H 1.331343 1.709231 -0.439205
14 H 0.001599 2.407261 0.451042
15 H 0.076201 2.714783 -2.019899
16 H -1.352983 1.989878 -1.504082
17 H 0.125962 -1.872106 -0.269092
18 H 1.441803 -0.736521 -0.445457
19 H -0.002925 0.070893 -2.225597
20 O -1.758997 -3.507988 -0.543901
21 H -1.242640 -2.800415 -0.974572
22 H -2.632731 -3.156572 -0.537145

Forces on the atoms, in the same order (eV/Å):
0.60 0.60 0.41
-0.57 -0.32 -0.30
0.08 0.14 0.81
-0.71 0.42 -0.81
1.24 0.03 0.09
0.36 0.14 -0.34
0.43 -0.38 0.43
-0.02 0.11 -0.13
-0.49 -0.29 0.01
0.29 -0.18 -0.33
0.18 -0.15 0.27
-0.06 -0.07 -0.11
0.17 -0.48 0.22
-0.09 -0.11 0.20
-0.57 -0.18 0.08
-0.40 0.36 -0.13
-0.12 0.13 0.70
0.07 -0.24 -0.54
-0.22 0.52 -0.38
1.30 0.21 -0.25
-0.33 -0.54 0.03
-1.13 0.29 0.04

Properties
* electronic energy: -11449.5880 eV
* charge: 0
* energy relative to the best compared isomer or geometry (same formula, charge and spin): 25.4 kcal per mole
* strongest force on any atom: 1.3 eV/A
* orbital gap: 0.35413 hartree
* SMILES: CN[C@@H](CN)CO.O

These are the natural (NBO) partial charges, in e, on atoms 1 to 5: -0.426, -0.626, -0.082, -0.230, -0.860


2.
Molecular formula: C5H21NO5
Method: DFT, ωB97M-V/def2-TZVPD

Atoms and positions in Å:
1 C 0.984002 -1.148598 2.477828
2 N 0.637210 -0.596926 1.169607
3 C -0.693419 -0.563231 0.803621
4 C -1.058000 -0.006394 -0.381418
5 C -2.442234 0.239242 -0.950922
6 C -1.752931 -0.919248 1.810011
7 H 0.577858 -0.502490 3.255318
8 H 0.533653 -2.134576 2.616220
9 H 2.059907 -1.238419 2.572436
10 H 1.375761 -0.710484 0.485885
11 H -0.284128 -0.086529 -1.138056
12 H -3.146584 0.462069 -0.154003
13 H -2.396809 0.995825 -1.728504
14 H -2.747723 -0.717032 -1.399785
15 H -1.628380 -1.931730 2.204884
16 H -2.737670 -0.871269 1.368267
17 H -1.678535 -0.307180 2.717118
18 H 1.459477 -2.454826 -1.094624
19 H 1.743956 -3.376341 0.098934
20 O 2.181036 -2.829141 -0.566720
21 H 1.503443 2.325109 0.078027
22 H 0.165989 1.660665 -0.323137
23 O 0.946174 2.132395 -0.689220
24 H -0.654879 2.645803 2.312933
25 H -1.667519 1.500234 2.300358
26 O -1.504333 2.376734 2.681333
27 H -0.678687 1.620418 -3.607929
28 H -0.398527 0.275005 -3.746170
29 O -0.047175 1.095647 -4.139413
30 H 1.950835 0.755094 -1.648399
31 H 2.290269 -0.647458 -2.279413
32 O 2.097788 -0.188403 -1.455570

Forces on the atoms, in the same order (eV/Å):
-0.60 0.00 -0.52
0.36 -0.72 1.26
-0.56 1.20 -0.81
0.11 -0.75 -0.50
0.76 -1.40 0.64
0.61 -0.22 0.67
0.23 0.06 0.25
0.18 -0.24 0.14
0.10 0.11 0.01
-0.47 0.14 -0.45
0.18 0.54 0.02
-0.25 0.41 -0.24
-0.24 0.23 0.10
-0.38 0.25 -0.23
0.10 -0.08 -0.27
-0.13 0.18 0.02
-0.24 0.09 -0.04
-0.04 -0.03 0.15
-0.13 -0.02 -0.08
0.13 -0.18 0.02
-0.09 -0.08 -0.09
0.27 0.00 -0.15
-0.07 0.47 0.28
-0.01 -0.07 -0.08
0.12 0.33 -0.04
-0.10 -0.11 0.06
0.65 0.86 -0.49
0.82 -0.63 -0.59
-1.39 -0.27 1.11
-0.23 -0.25 -0.01
0.07 0.17 -0.08
0.24 0.04 -0.03

Properties
* expectation value of S²: 0.7506
* electronic energy: -17251.6712 eV
* charge: -1
* energy relative to the best compared isomer or geometry (same formula, charge and spin): 0.0 kcal per mole
* strongest force on any atom: 1.8 eV/A
* orbital gap (spin up / spin down): 0.09908 / 0.28181 hartree
* multiplicity: 2

These are the natural (NBO) partial charges, in e, on atoms 1 to 5: -0.497, -0.654, 0.046, -0.416, -0.721